Entry 1:
{
  "formula": "C33H57N4O6",
  "method": "ωB97M-V with the def2-TZVPD basis set",
  "orbital_gap_ev": 7.1,
  "lumo_energy_ha": -0.128,
  "total_charge": 1,
  "multiplicity": 1,
  "e_homo_ha": -0.3881,
  "elements": ["C", "C", "C", "C", "C", "C", "C", "C", "C", "C", "C", "C", "O", "C", "C", "O", "C", "C", "N", "C", "C", "C", "O", "C", "N", "C", "C", "C", "C", "C", "C", "C", "N", "N", "C", "C", "H", "H", "H", "H", "H", "H", "H", "H", "H", "H", "H", "H", "H", "H", "H", "H", "H", "H", "H", "H", "H", "H", "H", "H", "H", "H", "H", "H", "H", "H", "H", "H", "H", "H", "H", "H", "H", "H", "H", "H", "H", "H", "H", "H", "H", "H", "H", "H", "H", "H", "H", "C", "C", "C", "O", "C", "O", "O", "H", "H", "H", "H", "H", "H"],
  "xyz": [[7.46112, -0.34453, 3.76239], [6.17958, -0.00664, 2.97213], [6.36821, 1.43599, 2.44759], [5.02761, -0.04516, 4.02337], [5.98272, -1.14256, 1.92066], [5.85736, -0.84507, 0.41876], [7.08614, -0.13396, -0.17409], [5.85438, -2.26904, -0.24159], [4.54779, -0.18815, -0.01177], [4.09911, -0.32489, -1.33407], [2.88733, 0.23394, -1.75524], [2.08005, 0.94562, -0.88019], [0.87409, 1.48549, -1.29736], [-0.25851, 0.79919, -0.80118], [-1.19343, 1.79076, -0.13736], [-2.20002, 1.05047, 0.52099], [-3.08966, 1.85388, 1.24838], [-4.15680, 2.52611, 0.36348], [-5.53639, 2.03648, 0.59852], [-6.44051, 2.89381, 1.38039], [-6.84194, 2.17630, 2.66109], [-6.50886, 2.88819, 3.92704], [-5.80333, 1.64970, 3.37268], [-5.92918, 0.91935, 0.10972], [-7.24860, 0.51260, 0.32782], [-7.30145, -0.79381, 1.03137], [-5.91377, -1.41458, 1.18475], [-5.06457, -1.29377, -0.08026], [-3.62667, -1.71487, 0.22187], [-3.48696, -3.20394, 0.55523], [-4.09868, -4.15793, -0.47793], [-3.76494, -5.60631, -0.11237], [-4.76902, -6.52979, -0.70010], [-5.06172, 0.11239, -0.62550], [2.51700, 1.11522, 0.43103], [3.72377, 0.54435, 0.84937], [8.29850, -0.52849, 3.09295], [7.68744, 0.41376, 4.50798], [7.28335, -1.27520, 4.30229], [5.93104, 1.64406, 1.48051], [6.03104, 2.14963, 3.19182], [7.43592, 1.62953, 2.33981], [4.14978, -0.57258, 3.65759], [4.68933, 0.96039, 4.26759], [5.35747, -0.48810, 4.95841], [5.10075, -1.72135, 2.19523], [6.81221, -1.83715, 2.02746], [7.98754, -0.40004, 0.37151], [7.19520, -0.34498, -1.23224], [6.99920, 0.94741, -0.09868], [6.17709, -2.20725, -1.27578], [6.57874, -2.90882, 0.25450], [4.86337, -2.71327, -0.21504], [4.66502, -0.85761, -2.08090], [2.55656, 0.09139, -2.77612], [-0.80241, 0.30336, -1.60938], [0.02669, 0.02747, -0.08896], [-0.61847, 2.40515, 0.55862], [-1.62738, 2.41500, -0.92446], [-2.51406, 2.65092, 1.72596], [-3.53225, 1.26928, 2.05018], [-4.17139, 3.58686, 0.58186], [-3.88929, 2.40819, -0.67875], [-7.35154, 3.13657, 0.84614], [-5.90846, 3.77196, 1.70875], [-7.77263, 1.63122, 2.65570], [-7.05106, 2.48081, 4.76554], [-5.62006, 3.48681, 4.03215], [-7.74628, 0.45940, -0.55207], [-7.95222, -1.46515, 0.47850], [-7.73888, -0.68242, 2.02135], [-5.38468, -1.00452, 2.04526], [-6.05727, -2.47199, 1.38788], [-5.46331, -1.98500, -0.82062], [-3.31431, -1.15294, 1.10065], [-2.99248, -1.44078, -0.61664], [-2.41595, -3.40685, 0.59384], [-3.87026, -3.39249, 1.55669], [-5.18093, -4.05504, -0.45293], [-3.67545, -3.91096, -1.44952], [-3.76076, -5.69899, 0.97121], [-2.77319, -5.84765, -0.48680], [-5.14700, -7.10389, 0.03929], [-4.30443, -7.13598, -1.36065], [-5.47020, 0.07689, -1.55768], [1.90860, 1.69597, 1.10978], [4.00563, 0.69582, 1.87771], [2.19319, 3.16411, -4.74589], [2.76547, 2.61801, -6.02873], [2.90171, 1.11486, -6.08764], [3.98094, 0.94782, -7.01227], [4.75666, 2.06308, -6.94051], [5.82182, 2.17738, -7.44392], [4.13377, 3.02207, -6.20560], [2.30778, 4.24693, -4.70790], [1.13378, 2.92149, -4.66228], [2.71468, 2.75387, -3.87933], [2.19815, 2.99107, -6.88664], [2.00773, 0.61155, -6.44883], [3.19922, 0.68458, -5.12761]],
  "forces_ev_per_angstrom": [[-0.4, -0.5, 0.0], [0.1, 0.0, 0.7], [0.7, -0.3, -0.1], [-0.1, 0.4, -0.4], [-0.3, 0.7, 0.1], [0.0, -1.2, -0.8], [-0.3, 0.8, 0.4], [0.1, 0.4, 0.1], [-0.2, 0.3, -0.2], [-0.6, 0.6, 0.1], [0.1, -0.1, 0.0], [0.6, -0.1, 0.4], [0.1, -0.1, -0.2], [-0.3, -0.2, 0.1], [0.2, -0.2, -0.3], [-0.2, -0.2, 0.2], [0.4, 0.3, -0.1], [0.2, 0.1, 0.4], [0.4, 0.5, -0.6], [-0.5, -0.8, 0.9], [-0.1, 1.9, -0.1], [1.1, -3.1, -0.2], [0.1, -0.7, 0.3], [-0.4, -0.3, -0.4], [-0.2, 0.2, 0.5], [0.2, -0.5, 0.2], [-0.3, 0.0, -0.4], [0.5, -0.6, 0.5], [-0.4, -0.2, 0.2], [0.3, 0.2, -0.6], [0.5, 0.1, 1.1], [-0.7, 0.0, -0.7], [0.6, 0.3, 0.3], [-0.2, 0.1, 0.1], [0.2, -0.3, -0.4], [-0.3, 0.1, -0.2], [0.2, 0.3, 0.0], [0.2, 0.2, -0.1], [0.1, -0.1, 0.1], [-0.3, 0.1, 0.1], [-0.2, 0.1, 0.0], [0.1, 0.0, -0.2], [0.0, -0.2, 0.1], [0.0, 0.1, 0.1], [-0.1, -0.2, 0.0], [-0.1, -0.1, 0.0], [0.2, 0.0, -0.1], [0.2, -0.3, -0.1], [0.1, -0.2, -0.1], [0.0, 0.1, 0.0], [-0.1, 0.0, -0.2], [0.0, -0.2, 0.1], [0.0, -0.2, 0.2], [0.2, -0.1, 0.1], [0.0, 0.0, 0.0], [0.1, 0.0, -0.2], [0.1, 0.0, 0.2], [-0.1, 0.1, 0.1], [0.0, 0.3, 0.1], [0.0, 0.1, 0.1], [-0.2, -0.2, -0.1], [-0.2, 0.1, 0.0], [-0.1, -0.2, -0.1], [0.1, 0.2, -0.4], [0.2, 0.3, -0.5], [-0.2, -0.2, -0.1], [-0.2, 0.9, 0.5], [-0.8, 1.3, 0.1], [0.0, 0.1, -0.1], [0.0, 0.0, -0.2], [-0.1, 0.2, 0.0], [0.1, 0.2, 0.0], [0.1, -0.1, 0.1], [-0.2, 0.3, -0.3], [0.3, 0.2, -0.1], [0.1, 0.1, -0.1], [0.1, 0.0, 0.2], [-0.1, -0.2, 0.1], [-0.1, -0.1, -0.4], [-0.4, 0.0, -0.3], [0.1, -0.1, 0.1], [0.2, 0.0, 0.2], [-0.1, -0.2, -0.1], [-0.2, -0.2, 0.0], [0.3, 0.0, -0.2], [0.0, 0.0, 0.2], [0.0, -0.1, 0.0], [0.3, 0.1, 0.2], [-0.2, 0.1, 0.3], [-0.1, -0.1, -0.2], [0.0, 0.0, 0.1], [0.0, 0.0, 0.0], [0.0, 0.0, 0.0], [0.0, -0.1, -0.1], [-0.1, 0.0, -0.1], [0.0, 0.0, 0.0], [0.0, -0.1, 0.0], [0.0, -0.1, 0.0], [0.1, 0.0, -0.1], [0.0, 0.1, 0.1]],
  "lowdin_charge": [-0.08, -0.53, -0.05, -0.06, -0.11, -0.46, -0.03, -0.05, -0.16, -0.01, 0.00, -0.29, -0.06, -0.17, -0.18, -0.15, -0.17, -0.05, 0.06, -0.03, -0.35, 0.05, -0.07, -0.29, 0.07, -0.14, -0.12, -0.28, -0.16, -0.21, -0.21, -0.27, 0.00, 0.13, 0.01, 0.00, 0.08, 0.09, 0.08, 0.05, 0.08, 0.08, 0.07, 0.07, 0.07, 0.12, 0.11, 0.09, 0.08, 0.07, 0.07, 0.08, 0.09, 0.11, 0.10, 0.13, 0.14, 0.13, 0.13, 0.13, 0.12, 0.13, 0.13, 0.14, 0.13, 0.14, 0.11, 0.12, 0.15, 0.13, 0.11, 0.13, 0.13, 0.14, 0.11, 0.12, 0.12, 0.11, 0.10, 0.12, 0.11, 0.11, 0.06, 0.06, 0.16, 0.12, 0.09, -0.02, -0.33, -0.10, 0.06, -0.56, 0.18, 0.08, 0.09, 0.09, 0.08, 0.16, 0.14, 0.12]
}

---

Entry 2:
{
  "formula": "C5H11N3O",
  "method": "ωB97M-V with the def2-TZVPD basis set",
  "orbital_gap_ev": [7.0, 7.0],
  "lumo_energy_ha": [-0.042, -0.042],
  "relative_energy_kj_mol": 306.7,
  "total_charge": 0,
  "multiplicity": 1,
  "e_homo_ha": [-0.3014, -0.3013],
  "elements": ["C", "C", "C", "C", "N", "O", "H", "H", "H", "H", "H", "H", "H", "N", "C", "N", "H", "H", "H", "H"],
  "xyz": [[-0.68460, 2.34767, 0.01451], [-0.28652, -0.17348, 1.65795], [0.56452, 1.52560, -0.16414], [0.63004, 0.17561, 0.51935], [1.78201, -0.48544, 0.41284], [1.50023, 1.89210, -0.84534], [2.39541, -0.10663, -0.30432], [-1.56580, 1.78254, -0.29969], [-0.60164, 3.25714, -0.57544], [-0.82716, 2.60432, 1.06741], [0.03481, 0.36987, 2.55246], [-1.32172, 0.08791, 1.44810], [-0.23082, -1.24091, 1.86433], [0.43800, -2.45769, -0.63905], [-0.45296, -1.65963, -1.12989], [-1.50193, -1.72840, -1.86758], [0.60946, -3.28561, -1.19949], [1.61178, -1.52276, 0.31010], [-1.84335, -0.82179, -2.17167], [-0.24974, -0.56043, -0.65045]],
  "forces_ev_per_angstrom": [[0.1, 0.0, 0.0], [0.0, 0.0, -0.1], [0.2, 0.4, -0.4], [0.4, -0.6, 0.1], [-0.4, 0.3, -0.1], [-0.4, -0.3, 0.4], [-0.1, 0.0, 0.0], [0.1, 0.0, 0.0], [0.0, 0.0, 0.0], [0.0, 0.0, 0.0], [0.0, 0.0, -0.1], [0.0, 0.0, 0.0], [0.0, 0.0, 0.0], [0.1, 0.1, 0.1], [-0.2, -0.1, 0.0], [0.2, 0.0, 0.0], [-0.1, 0.1, 0.0], [-0.1, -0.1, 0.0], [0.1, 0.0, 0.1], [0.0, 0.2, 0.0]],
  "lowdin_charge": [0.00, -0.03, -0.39, -0.34, 0.14, 0.10, 0.12, 0.09, 0.09, 0.09, 0.10, 0.09, 0.09, 0.02, -0.50, 0.05, 0.06, 0.09, 0.01, 0.10]
}

---

Entry 3:
{
  "formula": "C2H2O2PS",
  "method": "ωB97M-V with the def2-TZVPD basis set",
  "orbital_gap_ev": [6.4, 6.4],
  "lumo_energy_ha": [0.062, 0.062],
  "relative_energy_kj_mol": 306.7,
  "total_charge": -1,
  "multiplicity": 1,
  "e_homo_ha": [-0.1743, -0.1744],
  "elements": ["C", "C", "O", "O", "P", "S", "H", "H"],
  "xyz": [[1.41162, -0.38318, -1.66704], [0.38787, -0.24416, -1.06407], [-3.62123, 1.37969, -1.22025], [-2.73767, 1.02721, 1.14656], [-2.94860, 0.40467, -0.29760], [-3.79471, -1.31717, 0.08506], [2.29025, -0.10837, -2.30321], [-3.02030, 0.26346, 1.60697]],
  "forces_ev_per_angstrom": [[3.8, 0.7, -2.6], [-3.7, 0.4, 1.8], [2.2, -1.0, 0.5], [1.4, 1.9, -0.9], [-2.9, 0.7, -1.1], [0.7, -0.4, -0.6], [-1.2, -0.8, 1.0], [-0.3, -1.4, 1.9]],
  "lowdin_charge": [-0.32, -0.31, -0.40, -0.26, 0.20, 0.18, -0.04, -0.05]
}